C25H69N6O10PS | ωB97M-V/def2-TZVPD

- gap between HOMO and LUMO (eV) = 9.44

Cartesian coordinates (Å):
S  -3.721  0.703  0.523
P  -3.760  -1.583  -1.261
O  -4.723  1.509  -0.137
O  -1.074  1.662  -2.035
O  -2.384  0.751  -0.381
O  0.106  2.192  -6.661
O  -2.783  1.818  3.598
O  -4.051  -0.876  0.191
O  3.947  -5.360  3.842
O  2.123  -5.610  -0.226
O  -1.304  6.597  -2.615
O  -0.242  -0.989  -1.549
N  -4.276  -0.963  -2.568
N  2.545  -7.761  1.703
N  -0.309  8.288  -0.449
N  -2.299  3.765  5.717
N  -1.625  4.385  -7.515
N  4.138  -5.828  6.717
C  1.205  -7.364  1.279
C  -0.118  -0.418  -2.830
C  5.142  -3.659  6.265
C  -0.987  5.224  -2.532
C  5.202  -5.155  5.975
C  0.656  -8.406  0.311
C  1.230  1.897  -7.465
C  -1.165  0.653  -3.049
C  0.671  5.096  -7.890
C  -2.215  1.866  -1.312
C  0.129  3.446  -6.006
C  -3.297  2.705  5.858
C  -2.170  7.085  -1.607
C  -2.745  1.623  6.780
C  3.624  -4.054  3.406
C  -1.483  7.432  -0.280
C  1.682  -2.284  -0.833
C  1.146  -5.928  0.746
C  -0.345  4.632  -6.853
C  1.802  -5.966  -1.554
C  0.915  -0.981  -0.727
C  -2.260  0.514  3.740
C  -1.097  6.216  0.555
C  5.203  -5.501  4.482
C  -3.804  2.176  4.512
H  -2.220  8.007  0.292
H  2.146  2.311  -7.029
H  2.951  -4.151  2.555
H  2.099  -6.991  -1.793
H  -2.169  0.217  -3.078
H  -0.114  5.033  -1.902
H  0.484  -9.344  0.837
H  -1.753  1.304  6.459
H  1.339  -5.250  1.582
H  0.143  -5.701  0.357
H  0.700  4.418  -8.744
H  -3.397  0.748  6.804
H  4.520  -3.515  3.082
H  1.675  5.158  -7.467
H  0.558  -0.819  0.294
H  1.131  3.639  -5.597
H  3.188  -7.622  0.928
H  -2.377  -1.783  -1.214
H  -0.284  -8.081  -0.138
H  2.879  -7.146  2.441
H  5.960  -4.911  3.948
H  -4.484  1.327  4.664
H  2.343  -5.286  -2.213
H  1.320  0.813  -7.511
H  3.249  -5.619  6.272
H  -3.035  -0.197  4.046
H  -2.984  6.367  -1.435
H  -2.082  2.776  -0.728
H  5.407  -3.473  7.305
H  0.883  0.002  -2.981
H  -0.765  4.877  -3.538
H  -0.577  9.166  -0.881
H  1.125  2.281  -8.482
H  0.571  -7.369  2.172
H  -2.697  4.557  5.222
H  5.828  -3.100  5.626
H  1.091  -3.107  -0.431
H  2.624  -2.242  -0.282
H  -1.832  4.649  -2.139
H  -0.503  5.456  -6.149
H  -2.351  4.215  -6.826
H  -1.554  3.526  -8.054
H  4.245  -6.835  6.648
H  0.323  7.844  -1.109
H  -4.866  -0.144  -2.536
H  -1.546  3.426  5.126
H  1.548  -0.125  -0.988
H  -0.271  -1.189  -3.595
H  -0.556  3.335  -5.162
H  0.728  -5.861  -1.744
H  -0.974  1.129  -4.017
H  -2.609  7.995  -2.020
H  1.367  -8.609  -0.491
H  -4.369  2.971  4.018
H  -2.650  2.012  7.793
H  6.153  -5.533  6.365
H  4.135  -3.270  6.111
H  -1.876  0.216  2.764
H  -0.864  6.524  1.574
H  -1.437  0.469  4.459
H  -0.208  5.727  0.153
H  5.465  -6.556  4.373
H  -4.244  -2.854  -0.900
H  -3.105  1.913  -1.941
H  -4.169  3.151  6.349
H  0.392  6.079  -8.266
H  3.126  -3.469  4.183
H  -1.906  5.483  0.591
H  1.897  -2.514  -1.879

C4H3O6Sc | ωB97M-V/def2-TZVPD

- spin multiplicity = 2
- relative energy (zero: lowest compared OMol25 entry of this formula, charge and spin) (eV) = 0.218
- charge = +1
- gap between HOMO and LUMO (alpha / beta) (eV) = 6.31 / 6.18
- ⟨S²⟩ = 0.8037

Cartesian coordinates (Å):
Sc  -0.006  1.182  -0.129
O  1.250  0.337  -1.376
O  -1.865  1.693  0.479
O  -1.528  -0.344  -0.142
O  1.956  -0.104  -3.443
O  0.460  -1.379  -2.597
O  -3.660  0.303  0.371
C  -1.817  -1.529  -0.769
C  -0.718  -2.264  -1.235
C  1.250  -0.346  -2.449
C  -2.506  0.623  0.261
H  0.102  -2.309  -0.509
H  -0.984  -3.189  -1.749
H  -2.837  -1.633  -1.137

C20H21N3O4S2 | ωB97M-V/def2-TZVPD

- relative energy (zero: lowest compared OMol25 entry of this formula, charge and spin) (eV) = 0.000
- SMILES string = O=C(Cn1c(=O)sc2ccccc21)Nc1ccc(S(=O)(=O)N2CCCCC2)cc1
- gap between HOMO and LUMO (eV) = 8.80

Cartesian coordinates (Å):
S  -7.222  1.344  1.036
S  4.146  1.583  1.038
O  -2.711  0.625  0.850
O  -5.713  3.248  -0.051
O  4.204  1.540  2.468
O  4.867  2.603  0.336
N  4.690  0.117  0.475
N  -5.091  1.073  -0.392
N  -1.513  1.640  -0.814
C  0.132  1.080  0.915
C  -6.514  -2.641  0.749
C  2.108  2.186  -0.704
C  -7.155  -1.473  1.124
C  1.450  1.096  1.335
C  -2.649  1.177  -0.220
C  -5.360  -2.599  -0.022
C  -3.888  1.422  -1.097
C  -5.457  -0.219  -0.066
C  -4.822  -1.394  -0.438
C  5.216  -2.455  -0.647
C  -0.202  1.621  -0.325
C  -6.619  -0.269  0.711
C  -5.878  2.068  0.118
C  4.158  -1.054  1.131
C  2.427  1.646  0.527
C  4.797  -0.012  -0.958
C  5.073  -2.246  0.859
C  0.794  2.177  -1.131
C  5.731  -1.172  -1.294
H  -4.872  -3.519  -0.302
H  4.243  -2.714  -1.073
H  3.140  -1.276  0.768
H  -3.812  0.839  -2.021
H  2.891  2.624  -1.301
H  5.902  -3.279  -0.848
H  3.805  -0.190  -1.409
H  4.660  -3.137  1.334
H  0.534  2.605  -2.088
H  -3.918  -1.372  -1.026
H  6.725  -0.945  -0.909
H  -6.914  -3.592  1.063
H  5.193  0.933  -1.330
H  -1.617  2.103  -1.707
H  -3.962  2.488  -1.341
H  6.053  -2.043  1.292
H  5.795  -1.286  -2.377
H  -0.638  0.660  1.541
H  4.115  -0.825  2.196
H  1.730  0.704  2.299
H  -8.051  -1.491  1.724

no.,calculated total energy (Eh)
1,-2814.231654
2,-1366.083903
3,-2036.395575